# 1
ORCA calculation (ωB97M-V/def2-TZVPD) on C33H41N3P2PbS3 as an isolated structure.

XYZ file:
```
83
C33H41N3P2PbS3 | the OMol25 dataset | ωB97M-V/def2-TZVPD
Pb -1.04 -1.48 0.46
S 0.43 -0.08 2.80
P 0.60 1.12 1.19
C 0.36 0.39 -0.33
P 1.59 -0.58 -1.02
S 1.05 -2.54 -1.23
C 2.01 0.01 -2.69
C 1.47 1.19 -3.17
C 1.80 1.64 -4.45
C 2.67 0.92 -5.24
C 3.22 -0.27 -4.75
C 2.89 -0.72 -3.49
C 3.19 -0.56 -0.15
C 3.37 -1.35 0.97
C 4.55 -1.27 1.71
C 5.55 -0.40 1.32
C 5.38 0.40 0.19
C 4.21 0.32 -0.54
C 2.12 2.12 1.32
C 2.97 2.04 2.41
C 4.10 2.85 2.49
C 4.38 3.75 1.47
C 3.54 3.83 0.37
C 2.42 3.02 0.29
C -0.70 2.41 1.34
C -1.33 2.69 2.54
C -2.33 3.66 2.60
C -2.70 4.36 1.46
C -2.06 4.10 0.26
C -1.07 3.13 0.20
H 0.79 1.75 -2.54
H 1.37 2.57 -4.82
H 2.93 1.27 -6.23
H 3.91 -0.84 -5.37
H 3.30 -1.65 -3.12
H 2.59 -2.04 1.28
H 4.67 -1.89 2.59
H 6.47 -0.33 1.89
H 6.16 1.08 -0.11
H 4.08 0.95 -1.41
H 2.74 1.33 3.20
H 4.76 2.77 3.34
H 5.26 4.38 1.54
H 3.76 4.53 -0.43
H 1.78 3.07 -0.58
H -1.05 2.13 3.42
H -2.82 3.86 3.55
H -3.47 5.11 1.51
H -2.33 4.64 -0.64
H -0.60 2.89 -0.75
C -4.28 0.07 1.04
C -4.43 -1.44 1.33
N -3.89 -2.28 0.28
C -4.43 -2.16 -1.06
C -3.33 -2.23 -2.12
N -2.24 -1.29 -1.89
C -2.50 0.12 -2.18
C -3.35 0.83 -1.13
N -3.09 0.42 0.26
H -4.25 0.59 2.00
H -5.18 0.43 0.53
H -5.50 -1.63 1.54
H -3.89 -1.69 2.24
H -3.80 -3.24 0.59
H -4.97 -1.22 -1.14
H -5.17 -2.94 -1.28
H -3.79 -2.09 -3.11
H -2.90 -3.23 -2.11
H -1.42 -1.59 -2.42
H -3.00 0.24 -3.16
H -1.52 0.60 -2.24
H -4.41 0.69 -1.34
H -3.16 1.91 -1.24
H -2.58 1.15 0.74
C -0.21 -5.39 1.31
S -1.91 -5.01 1.75
C -2.00 -5.78 3.37
H -0.06 -6.46 1.21
H 0.48 -4.97 2.04
H -0.01 -4.91 0.35
H -1.24 -5.37 4.03
H -1.89 -6.86 3.31
H -2.98 -5.55 3.79
```

For the electronic energy, the calculation gives -3516.53249 a.u. The calculation puts the frontier orbital gap at 7.57 eV. Its charge is 0. As for the HOMO energy: -7.070 eV.

=====

# 2
ORCA calculation (ωB97M-V/def2-TZVPD) on C41H38F5NO6SiW as an isolated structure.

XYZ file:
```
93
C41H38F5NO6SiW | the OMol25 dataset | ωB97M-V/def2-TZVPD
W -1.02 -0.90 -0.57
C 0.75 -2.47 -3.56
C 0.42 -3.15 -2.43
C -0.86 -2.96 -1.80
C -1.79 -2.04 -2.37
C -1.40 -1.37 -3.61
C -0.18 -1.55 -4.15
H 1.71 -2.64 -4.02
H 1.10 -3.89 -2.02
H -1.21 -3.70 -1.10
H -2.85 -2.19 -2.20
H -2.13 -0.74 -4.10
H 0.09 -1.03 -5.06
O -2.24 -2.45 0.49
C -1.23 -2.65 1.24
O -0.14 -2.13 0.86
C -1.28 -3.38 2.53
C -2.44 -4.07 2.88
C -2.52 -4.73 4.09
C -1.44 -4.69 4.96
C -0.31 -3.99 4.59
C -0.20 -3.33 3.39
N 0.85 -3.95 5.53
O 0.75 -4.60 6.56
O 1.79 -3.26 5.20
H -3.28 -4.07 2.19
H -3.42 -5.26 4.37
H -1.47 -5.19 5.92
H 0.70 -2.79 3.13
F -3.67 5.70 -1.08
C -3.24 4.44 -1.20
C -2.08 4.02 -0.58
F -1.38 4.89 0.16
C -1.64 2.72 -0.70
F -0.49 2.40 -0.09
C -2.33 1.77 -1.46
O -1.97 0.51 -1.67
C -3.50 2.23 -2.09
F -4.20 1.37 -2.84
C -3.95 3.53 -1.97
F -5.07 3.90 -2.58
C 4.20 1.03 0.85
C 2.84 0.34 0.74
C 2.98 -1.09 1.30
C 1.83 1.10 1.61
Si 2.21 0.36 -1.04
O 0.65 -0.31 -1.05
C 3.24 -0.59 -2.28
C 3.10 -0.25 -3.63
C 3.82 -0.90 -4.62
C 4.72 -1.90 -4.29
C 4.89 -2.24 -2.96
C 4.16 -1.60 -1.97
C 1.93 2.05 -1.79
C 0.79 2.24 -2.58
C 0.55 3.44 -3.23
C 1.45 4.49 -3.10
C 2.60 4.32 -2.33
C 2.83 3.11 -1.69
H 4.57 0.94 1.88
H 4.14 2.10 0.64
H 4.95 0.59 0.19
H 3.13 -1.02 2.38
H 3.85 -1.61 0.90
H 2.10 -1.70 1.13
H 2.15 1.04 2.66
H 0.82 0.69 1.56
H 1.77 2.15 1.34
H 2.41 0.54 -3.92
H 3.69 -0.61 -5.66
H 5.29 -2.40 -5.06
H 5.60 -3.02 -2.68
H 4.32 -1.90 -0.94
H 0.08 1.43 -2.70
H -0.34 3.56 -3.83
H 1.27 5.43 -3.59
H 3.31 5.13 -2.23
H 3.75 3.00 -1.12
C -3.83 0.51 3.94
C -3.17 1.48 2.94
C -2.13 2.34 3.66
C -4.24 2.37 2.30
C -2.49 0.70 1.89
C -1.95 0.07 1.02
H -4.30 1.08 4.74
H -3.08 -0.15 4.38
H -4.58 -0.10 3.45
H -2.61 2.90 4.47
H -1.67 3.05 2.97
H -1.34 1.73 4.09
H -4.78 2.92 3.07
H -4.96 1.77 1.73
H -3.78 3.09 1.62
```

For the electronic energy, the calculation gives -2947.22223 a.u. The calculation puts the frontier orbital gap (spin up / spin down) at 6.68 / 6.68 eV. The energy above the lowest of the compared OMol25 structures with the same formula, charge and spin is 16.18 kJ/mol. Its charge is 0. As for the HOMO energy (spin up / spin down): -7.417 / -7.418 eV.

=====

# 3
ORCA calculation (ωB97M-V/def2-TZVPD) on one molecule with the formula C25H27N5O3.

XYZ file:
```
60
C25H27N5O3 | the OMol25 dataset | ωB97M-V/def2-TZVPD
C -3.33 -4.87 0.70
C -2.08 -4.18 0.18
O -2.46 -2.89 -0.26
C -1.53 -2.11 -0.89
C -0.17 -2.40 -0.96
C 0.70 -1.54 -1.59
C 0.23 -0.37 -2.17
C -1.12 -0.08 -2.11
C -2.01 -0.93 -1.48
C -3.46 -0.53 -1.35
N -3.56 0.51 -0.35
C -3.41 1.81 -0.68
O -3.71 2.28 -1.76
C -2.79 2.66 0.44
N -1.54 2.01 0.82
N -1.69 0.93 1.61
C -0.72 0.12 1.88
C 0.56 0.35 1.31
C 1.79 -0.29 1.27
N 2.58 0.47 0.47
N 1.96 1.54 -0.01
C 0.73 1.50 0.48
C -0.36 2.42 0.21
O -0.32 3.42 -0.47
C 3.91 0.25 0.08
C 4.87 -0.19 0.99
C 6.17 -0.40 0.55
C 6.52 -0.16 -0.76
C 5.56 0.31 -1.66
C 4.26 0.51 -1.24
H 3.51 0.88 -1.91
H 5.83 0.51 -2.68
H 7.53 -0.32 -1.09
H 6.92 -0.74 1.26
H 4.62 -0.34 2.02
C 2.21 -1.59 1.86
H 1.37 -2.27 1.87
H 3.01 -2.04 1.27
H 2.56 -1.46 2.88
C -1.03 -1.04 2.76
H -2.03 -0.91 3.19
H -0.30 -1.11 3.57
H -1.01 -1.96 2.19
C -3.73 2.85 1.63
H -4.64 3.34 1.29
H -3.98 1.89 2.07
H -3.25 3.47 2.38
H -2.51 3.63 0.01
H -3.20 0.25 0.57
H -4.07 -1.38 -1.05
H -3.83 -0.11 -2.29
H -1.49 0.83 -2.55
H 0.91 0.31 -2.66
H 1.75 -1.78 -1.63
H 0.22 -3.31 -0.52
H -1.64 -4.75 -0.64
H -1.34 -4.10 0.99
H -3.09 -5.86 1.06
H -4.06 -4.95 -0.10
H -3.77 -4.29 1.50
```

For the electronic energy, the calculation gives -1468.38225 a.u. The calculation puts the frontier orbital gap at 8.60 eV. The energy above the lowest of the compared OMol25 structures with the same formula, charge and spin is 172.65 kJ/mol. Its charge is 0. Its SMILES is CCOc1ccccc1CNC(=O)[C@@H](C)n1nc(C)c2c(C)n(-c3ccccc3)nc2c1=O. As for the HOMO energy: -8.266 eV.

=====

# 4
ORCA calculation (ωB97M-V/def2-TZVPD) on C4H7NO as an isolated structure.

XYZ file:
```
13
C4H7NO | the OMol25 dataset | ωB97M-V/def2-TZVPD
C 2.21 -0.13 0.16
C 0.84 0.41 -0.11
N 0.10 1.30 -0.49
C -1.46 0.77 -0.13
C -1.36 -0.71 -0.13
O -0.18 -1.05 0.47
H 2.23 -0.37 1.23
H 3.05 0.52 -0.09
H 2.29 -1.07 -0.38
H -1.54 1.13 0.90
H -2.29 1.13 -0.76
H -1.55 -1.20 -1.11
H -2.33 -0.75 0.44
```

For the electronic energy, the calculation gives -286.51083 a.u. The calculation puts the frontier orbital gap at 10.56 eV. The energy above the lowest of the compared OMol25 structures with the same formula, charge and spin is 317.19 kJ/mol. Its charge is 0. As for the HOMO energy: -9.534 eV.

=====

Repeat the fourth record exactly.
ORCA calculation (ωB97M-V/def2-TZVPD) on C4H7NO as an isolated structure.

XYZ file:
```
13
C4H7NO | the OMol25 dataset | ωB97M-V/def2-TZVPD
C 2.21 -0.13 0.16
C 0.84 0.41 -0.11
N 0.10 1.30 -0.49
C -1.46 0.77 -0.13
C -1.36 -0.71 -0.13
O -0.18 -1.05 0.47
H 2.23 -0.37 1.23
H 3.05 0.52 -0.09
H 2.29 -1.07 -0.38
H -1.54 1.13 0.90
H -2.29 1.13 -0.76
H -1.55 -1.20 -1.11
H -2.33 -0.75 0.44
```

For the electronic energy, the calculation gives -286.51083 a.u. The calculation puts the frontier orbital gap at 10.56 eV. The energy above the lowest of the compared OMol25 structures with the same formula, charge and spin is 317.19 kJ/mol. Its charge is 0. As for the HOMO energy: -9.534 eV.